(1)
ORCA calculation (the ωB97M-V functional and the def2-TZVPD basis) on a structure of composition C19H25CoF3O9.

Properties
M: 513.3 g mol⁻¹
⟨S²⟩: 0.76
max |F|: 0.0110 hartree/bohr
energy: -3098.51195 Eh
HOMO level (alpha / beta): -7.5 / -7.6 eV

The geometry in ORCA input format:
```
! RIJCOSX wB97M-V def2-TZVPD def2/J DEFGRID3
* xyz 0 2
C 2.00066 0.34892 -0.83403
C -3.14992 0.88127 1.57707
O -1.30679 -2.59030 1.28708
O -0.31361 2.34121 -1.53235
C -0.29866 -2.95381 2.21492
H -3.09369 -3.61810 1.29421
H 6.11071 1.05296 -3.74042
F -3.47033 1.42887 -2.68618
H 0.05830 2.56347 3.28860
O -0.15735 -1.53270 -0.68512
O 1.36500 0.41890 0.28617
H 0.88151 0.44966 4.38106
C 3.86326 1.10949 -2.18283
H -2.16803 1.88692 3.18531
H 1.14115 1.64207 2.21966
H 6.41842 2.75284 -3.33302
H -4.40297 -1.49294 1.65908
H -4.10477 1.05747 2.08343
O -0.79275 1.49064 1.69339
H -3.28601 0.98969 0.50387
F -3.09212 3.32725 -1.71161
H 0.62114 -3.03726 1.63509
C 0.18730 1.63483 2.73408
H -0.51931 -3.92452 2.66690
C -3.36945 -1.48231 1.29969
H -0.87083 0.34985 4.11074
C 3.46884 0.28379 -3.26096
H 4.02115 0.25363 -4.18795
O -1.72516 0.68597 -0.87269
C -1.36546 1.72797 -1.52788
C -2.50615 2.31372 -2.39226
C 1.60297 -0.51621 -1.90841
H -0.82980 -1.77606 -3.32552
H 0.67839 -2.27202 3.98088
C 0.01098 -2.29411 -2.85569
H 4.98362 2.32099 -4.28355
H -2.34223 2.84987 1.71117
H -1.02996 -1.80884 3.89349
C 2.36035 -0.49896 -3.09911
H 0.75352 -2.51663 -3.61493
C -2.64346 -2.72646 1.73489
O 4.94937 1.91256 -2.24096
Co -0.44856 -0.08755 0.51744
H 3.45351 1.80354 -0.21046
H 2.06990 -1.12819 -3.92837
C 0.49667 -1.41182 -1.74474
F -2.04760 2.81078 -3.54246
C 0.10296 0.42370 3.61435
C -0.11313 -1.92883 3.30855
O 0.24856 -0.68304 2.73486
C 3.14903 1.13895 -1.01033
H -3.36864 -1.39093 0.20751
C -2.12614 1.85387 2.09632
H -2.69122 -2.81158 2.82371
C 5.64508 2.00411 -3.47661
H -0.36635 -3.21956 -2.42484
O -2.64194 -0.40704 1.86974
*
```

(2)
ORCA calculation (the ωB97M-V functional and the def2-TZVPD basis) on a structure of composition C45H56AuClN4O2P.

Properties
M: 948.4 g mol⁻¹
⟨S²⟩: 2.03
max |F|: 0.0168 hartree/bohr
energy: -3054.94533 Eh
HOMO level (alpha / beta): -8.9 / -9.9 eV

The geometry in ORCA input format:
```
! RIJCOSX wB97M-V def2-TZVPD def2/J DEFGRID3
* xyz 1 3
C -3.32474 0.16543 2.62364
H 5.98216 0.34665 0.57108
H 2.00544 -2.98678 -2.52589
N -0.37767 -1.30131 3.25262
C 3.85579 0.19916 0.45173
C 2.96679 -0.38342 2.75617
C 1.85716 0.26436 -3.76157
H 2.15514 2.06905 1.83389
H 1.73262 4.02807 4.70061
H -2.37941 -0.25221 2.28552
H -1.78994 3.54259 -0.63615
H -6.02947 0.68242 0.25698
H -2.86085 -2.72107 -3.64468
H -3.18152 0.66887 3.58414
C -0.70724 3.55297 -0.72965
H 3.28821 -1.40546 2.54448
H -4.47071 -1.23048 -3.20652
H -2.01979 2.31923 1.31983
C 1.03523 -2.44346 0.52492
H -2.07794 -3.12071 -2.11326
C 2.17695 -4.52012 0.90881
C -0.74334 3.71554 -4.50778
C -3.01102 -0.56599 -1.79414
C -3.90490 0.52197 0.20045
H -0.30783 -0.41812 2.60292
H 6.38987 -0.39646 -1.74018
H -3.50081 3.17949 0.87633
H -1.26589 -1.76603 3.07250
C 0.57263 4.04167 -4.80083
H 0.92332 -0.76787 -2.15503
H -1.65547 0.85561 -3.73203
C 1.23975 1.95694 4.97272
H -3.63081 -4.72256 0.99203
H 2.86139 -2.32137 -3.92338
H -1.03692 -0.53825 -4.62777
H 0.37806 -1.94307 3.02544
C 2.99724 -0.55054 -1.69962
C -1.98767 -2.52389 -3.02131
H 1.09963 -2.40982 -3.93266
C 3.22208 2.04163 2.07182
H -3.09921 2.92312 2.58505
C 5.37862 -0.32194 -1.36293
H -0.93290 -0.87450 -2.16979
C -0.78499 -0.98798 0.21470
H 1.91684 -0.28104 2.50488
H -4.04111 -0.64854 2.75047
C -4.30887 -0.74320 -2.25312
H 1.05316 0.08612 -4.47796
C -5.18070 0.32740 -0.31546
H 3.17776 -2.64716 0.49240
C -2.79178 0.04071 -0.53313
C -1.15240 3.57934 -3.19451
C -0.26257 3.74400 -2.12402
H 0.09973 3.62251 4.63283
C 0.64526 -1.05455 0.24351
O -1.40540 1.92156 4.99350
H 2.79939 0.28457 -4.31148
H -4.86827 1.40665 1.85341
C 4.30211 -0.64051 -2.16700
H 2.15078 1.50377 4.59429
P -0.32798 1.16503 4.32563
H -1.10519 -2.86046 -3.56832
C -0.27806 -0.69071 4.62101
H 1.01455 -6.27422 1.27198
C -1.83586 -0.19213 -3.96939
H -1.11579 -0.98292 5.24875
C -0.17244 -3.16636 0.69492
H 3.73711 2.71642 1.38908
H 0.64595 -0.99243 5.10859
H -2.18679 3.34841 -2.96793
H -0.28036 4.28768 -0.04539
H -2.77882 -0.26448 -4.51402
H -1.45584 3.57061 -5.30965
N 1.41014 0.01418 0.04787
C -1.54147 -5.08493 1.07176
Cl 2.25635 4.20028 -1.19702
C 1.48524 4.21208 -3.76993
H -6.40366 -0.46900 -1.88985
C 3.76368 0.61657 1.91342
C -1.30455 -2.33480 0.51017
H 1.70210 1.24886 -3.31355
H 4.78874 0.61507 2.29049
H 1.08615 3.24221 3.36270
H 4.47402 -0.96111 -3.18681
C -2.55176 -2.90078 0.62039
C 1.87188 -0.82391 -2.68194
C -1.87484 -1.03125 -2.68878
C -3.05972 2.47972 1.58902
N -1.46427 0.11706 -0.06083
Au 0.19559 1.73934 -0.27158
C 1.00117 -5.21012 1.07047
C 1.97027 -2.22145 -3.30230
H 2.51727 4.45715 -3.98076
C -5.39805 -0.31260 -1.52252
H -3.45591 -2.32384 0.47346
N 1.06119 3.33090 4.38678
C -2.64440 -4.28383 0.91039
H 3.11193 -0.19454 3.82548
C 2.75989 -0.12992 -0.37402
C 2.22035 -3.13202 0.63306
C -3.83962 1.16523 1.57724
O -0.13366 1.19353 2.82920
C -0.23978 -4.53108 0.96005
H -1.65831 -6.14196 1.27726
H 0.89412 4.16033 -5.82666
C 5.14208 0.09942 -0.06792
C 1.06789 4.05393 -2.46315
H 1.25693 2.02468 6.05715
H 3.38645 2.40454 3.09260
H 3.11516 -5.05545 0.98160
*
```

(3)
ORCA calculation (the ωB97M-V functional and the def2-TZVPD basis) on an isolated molecule of C5H8BN in a non-equilibrium geometry.

Properties
M: 92.9 g mol⁻¹
max |F|: 0.0726 hartree/bohr
energy: -274.85783 Eh
HOMO level: -9.0 eV

The geometry in ORCA input format:
```
! RIJCOSX wB97M-V def2-TZVPD def2/J DEFGRID3
* xyz 0 1
H 0.43932 -3.69171 -0.48796
C 1.34765 1.84136 0.53788
H 2.32314 0.30834 1.52876
N 0.10992 -1.67122 0.24083
H -0.88427 -3.66047 0.59039
H 0.53348 3.27890 -0.70612
H -1.63621 2.37611 -1.46014
B 0.73046 -0.60950 0.40034
C -0.33557 -2.94738 -0.12915
C 0.21126 2.32545 -0.27762
H 1.91965 2.66982 0.91238
H -1.05575 -2.87709 -0.94016
H -1.40496 0.87420 -0.30004
C 1.53641 0.58580 0.95532
C -0.97440 1.90043 -0.65103
*
```

(4)
ORCA calculation (the ωB97M-V functional and the def2-TZVPD basis) on a cluster of 2 separate species, C27H52BrN3O9S in total in a non-equilibrium geometry.

Properties
M: 674.7 g mol⁻¹
max |F|: 0.1177 hartree/bohr
energy: -4873.11246 Eh
HOMO level: -6.0 eV

The geometry in ORCA input format:
```
! RIJCOSX wB97M-V def2-TZVPD def2/J DEFGRID3
* xyz 0 1
C 5.19513 3.60780 1.07122
H 3.15064 4.56666 2.45681
S 1.17052 -0.87525 -1.42183
C 6.31795 1.43055 -0.09736
H 8.23849 0.15260 0.05481
N -3.43079 -2.44793 1.08673
C -2.15879 -4.88954 -3.30903
O -4.43584 1.45512 2.21085
O 2.29214 -1.23344 -0.45829
C -2.43215 -0.08338 0.53620
H 1.02657 -1.40866 -3.80116
H -4.25371 -4.23574 -3.00943
H 0.57152 -1.06543 1.43307
H -3.76731 3.12128 1.19673
C -2.26431 -3.22289 1.44390
C -2.92268 -1.88322 -1.41200
H -4.98511 -0.25160 -1.06318
C -1.51479 -1.26365 -1.92088
C 1.00680 1.12861 1.37085
C -4.89209 -0.95485 -0.15515
H -0.15934 2.64869 0.25513
H -0.71559 0.67827 -0.31686
C 6.83308 -0.47419 1.74203
H 7.58079 0.01314 2.46344
H 4.16890 1.85321 1.99000
H -3.67372 -1.48935 -2.19703
C -3.22655 -3.72252 -2.92997
H -0.35432 -2.27625 -0.17901
N -0.96832 -0.17356 0.24587
H -2.53184 -0.08070 1.68465
C -2.26844 -4.79738 1.05967
H -0.52150 -0.04020 2.45130
H -3.51741 -2.49171 3.23767
H -5.33948 -0.37129 0.70500
H -2.28273 -5.12423 -4.42456
H 5.10896 4.06032 0.01992
C 3.86747 2.76293 1.34815
C -4.10894 2.04821 0.94739
H -1.12959 -4.42070 -3.17837
H -5.34447 1.09845 2.24566
C -4.16366 -2.15754 2.34291
H 7.36149 3.22861 0.69088
O -2.96514 -3.31450 -1.56711
H -3.24086 -5.09837 0.55517
C 7.11018 0.07353 0.26425
H 1.59231 1.08281 2.36356
H 5.25257 1.12436 -0.34733
H 2.45658 2.93848 3.10005
H 6.78636 1.80836 -1.07903
H -2.32789 -5.81518 -2.66577
O 3.82473 4.56740 -4.08556
C -5.78956 -2.22505 -0.59900
O 1.26014 0.54301 -1.90633
C -3.32627 -1.38157 0.09827
H -2.20516 2.13577 -0.11406
O 5.05200 3.74588 -2.50913
H -1.20016 -1.89717 -2.80753
C -3.01144 1.32261 0.04555
H 5.78018 -0.24857 2.10943
H -0.50782 2.74618 2.05106
C 6.45582 2.58752 1.00843
C -0.02887 -0.08176 1.43194
H -1.97151 -5.45230 1.94149
O 3.49365 5.16863 -2.03632
O -6.16356 -3.13204 0.14062
H 5.32979 4.40916 1.86644
O -1.25649 -2.86770 2.10481
H -1.45319 -4.89111 0.24860
H -5.35082 2.06220 -1.01641
C -0.52466 -1.27242 -0.67550
H 1.78762 1.06188 0.55137
H -1.66061 -0.19627 -2.28740
H 0.82664 4.74137 1.71426
H -4.41883 -1.06857 2.53898
C 2.72655 3.53615 2.16356
C 0.34916 2.58141 1.29399
C 1.38298 3.80225 1.34536
H -3.40360 1.15662 -1.02822
H -3.08600 -2.90630 -3.70942
H 2.66016 -1.86960 -3.05830
H 1.67449 4.03665 0.26079
Br -6.41764 -2.32888 -2.50685
H -5.14768 -2.74472 2.47017
H -5.76185 3.41680 0.13512
H 6.69082 2.21586 2.05838
C -5.47495 2.30262 0.08809
C 1.52045 -1.95013 -2.92553
H -6.35616 1.69347 0.47167
H 3.48308 2.33576 0.35617
H 7.01202 -1.60918 1.83814
N 4.12360 4.49438 -2.87918
H 6.73001 -0.74292 -0.45761
H 1.16191 -3.01605 -2.77090
*
```

(5)
ORCA calculation (the ωB97M-V functional and the def2-TZVPD basis) on an isolated molecule of C2H6Cl3PSi in a non-equilibrium geometry.

Properties
M: 195.5 g mol⁻¹
max |F|: 0.0552 hartree/bohr
energy: -2091.32461 Eh
HOMO level: -9.0 eV

The geometry in ORCA input format:
```
! RIJCOSX wB97M-V def2-TZVPD def2/J DEFGRID3
* xyz 0 1
Cl 0.94696 -1.26551 -2.05795
H -1.62313 0.98623 -1.68165
C 0.03557 -1.25348 1.39831
Cl 1.75600 2.10192 -1.82216
C -1.66979 0.63829 -0.65495
Cl 3.20718 0.38032 0.31062
H -1.89674 1.49286 -0.02237
H -0.88396 -1.81615 1.51561
H -2.48525 -0.07193 -0.57499
H 0.18426 -0.65067 2.29135
H 0.85873 -1.95811 1.33465
P 1.58191 1.54294 0.09580
Si -0.01173 -0.12671 -0.13228
*
```

(6)
ORCA calculation (the ωB97M-V functional and the def2-TZVPD basis) on a cluster of 2 separate species, C4H12 in total in a non-equilibrium geometry.

Properties
M: 60.1 g mol⁻¹
max |F|: 0.0265 hartree/bohr
energy: -159.56618 Eh
HOMO level: -11.4 eV

The geometry in ORCA input format:
```
! RIJCOSX wB97M-V def2-TZVPD def2/J DEFGRID3
* xyz 0 1
H 0.29428 -2.37750 -0.39513
H -0.54545 0.31784 0.77311
C 0.08201 2.24481 1.57824
C 0.76027 -1.17990 -2.14529
H 0.78207 2.36396 2.39934
C -0.23873 -1.87284 -1.20144
C -0.57305 0.85838 1.70815
H -0.90487 -2.46352 -1.82932
H 1.51332 -0.66556 -1.55186
H 1.25791 -1.96958 -2.70473
H 0.60744 2.34422 0.62888
H -0.64276 3.05704 1.56276
H 0.27655 -0.57773 -2.91075
H -1.56358 0.93437 2.16922
H -0.18070 0.24214 2.52876
H -0.92472 -1.25614 -0.60996
*
```

(7)
ORCA calculation (the ωB97M-V functional and the def2-TZVPD basis) on a structure of composition C44H69BN12OPRbS4 in a non-equilibrium geometry.

Properties
M: 1037.6 g mol⁻¹
max |F|: 0.0481 hartree/bohr
energy: -4433.66399 Eh
HOMO level: -2.1 eV

The geometry in ORCA input format:
```
! RIJCOSX wB97M-V def2-TZVPD def2/J DEFGRID3
* xyz -2 1
H -4.02535 -1.15140 -5.06661
H 2.85222 2.77373 7.97003
H 0.47601 -5.29644 -5.16669
H 2.49110 3.73453 -0.45243
C -2.76745 -4.15310 1.01655
P -0.78923 -3.58360 -2.21034
H -2.97622 -1.19751 -2.76823
H -1.15154 -5.49229 0.52157
H 2.02902 -7.22530 -2.30546
H -0.01637 7.46521 2.20298
C 4.40836 2.49369 1.91897
C 2.07162 3.62120 4.05827
H -3.03141 -0.84654 -6.50207
H 7.60802 0.45729 0.60979
C -1.96943 -0.71704 -4.60859
O -6.01052 -0.85566 0.05570
C 0.83671 5.14814 -0.20738
N -2.49671 2.08999 0.20664
H -2.47556 -4.01424 2.06195
B 1.83827 2.25619 1.86150
H 6.07404 -1.74094 -0.83099
C 5.82447 0.40721 -0.65260
N -1.80284 -2.83321 -3.39308
H 6.14459 -0.09023 -2.72211
H -1.98240 7.85469 -0.24476
C 0.30174 -5.95010 -2.42589
H 2.59419 -0.36372 7.87456
C 0.33041 0.70488 6.81071
C -3.82289 -5.26180 0.87821
H 0.01168 -3.61891 -4.78400
H -0.73839 -3.77349 0.31381
H 7.55339 1.72750 -0.63214
H -0.40319 -6.78385 -2.26369
C 3.62922 1.36103 0.20009
H 0.51916 -5.50298 -1.44221
C -4.17876 2.20393 -3.06133
C -5.80218 2.23666 -1.27152
H -0.98817 -0.87241 -5.06586
C -2.00690 -1.41710 -3.24637
S 1.87507 -0.18156 3.93403
N -0.11931 5.22716 0.78237
N 0.26153 -2.77665 -1.50786
H 0.25285 -0.02218 6.00656
H -2.12770 0.35841 -4.48723
H -2.85098 -6.78510 -0.31978
N 1.93651 2.00417 5.54689
H -3.91338 -4.23652 -1.59486
C 2.59856 -5.39094 -3.30524
H 3.06442 -5.07857 -2.36827
C 5.48943 -1.03259 -0.24781
C -2.78476 -2.81880 -5.63465
H 1.14148 1.32304 1.61035
C 0.13186 4.21499 1.67263
C 1.90484 -4.18225 -3.94987
C -3.41551 2.13250 -0.79930
H 2.71928 -0.47453 6.10727
C -1.19045 6.21196 0.87552
S -4.79883 2.20991 1.36849
C 0.47704 -4.52079 -4.37893
N -0.33272 -4.94391 -3.26535
C 1.65298 4.11678 0.09498
H -3.75578 -5.96538 1.71602
C -2.78612 -3.45535 -4.23703
H 1.79551 -3.38311 -3.21338
H -1.20356 -1.03782 -2.60464
H 5.77786 1.62306 -2.44750
C 1.88639 2.27178 7.98956
C -1.00898 7.01557 2.17036
N 5.00836 1.30850 0.15868
N 1.23180 3.54784 1.26247
H -2.58313 4.81572 1.72910
H 1.82132 1.70144 8.91353
H 1.36423 -7.05086 -3.93027
H -3.97410 2.21053 -4.12468
H 2.14731 4.56145 3.55029
S -0.73592 3.90668 3.06398
H -2.54158 -4.51592 -4.31783
H 2.03678 4.05711 6.20033
C -4.75909 2.19788 -0.36429
H 4.38482 3.10687 2.79683
C -4.82076 -0.87407 0.22190
H 3.79087 0.61694 7.00025
C 5.47397 2.02643 1.24131
H -2.64892 4.89902 -0.03607
H -3.80068 -3.34487 -3.81748
H 4.43446 -1.22090 -0.43015
C -3.16901 -5.04701 -1.53025
C -3.04092 -1.31950 -5.51309
C -1.13546 7.17496 -0.31572
H -0.40657 1.48831 6.64320
H 1.09528 3.01746 7.99437
C 1.59590 -6.50684 -3.01026
H 0.12288 0.21153 7.75808
H 4.48998 0.41317 -2.33592
C 2.78734 0.19547 6.96169
H -1.21333 6.63539 -1.25704
H -1.75963 7.79985 2.23220
H 5.69612 -1.18639 0.81040
S 2.59113 0.81611 -0.97414
C 1.90219 1.44371 4.29376
H -2.10472 2.05396 -2.48915
H 6.51361 2.17470 1.43838
C -1.54135 -4.51024 0.18567
H -4.82006 -4.81517 0.89400
C -3.05752 2.09770 1.35350
N 3.26573 2.07868 1.29316
H 3.38563 -5.78715 -3.95970
H -1.80668 -2.97465 -6.09830
H 2.48745 -3.81074 -4.79772
C -3.61905 -6.01706 -0.43901
C 7.31451 0.68696 -0.41240
H -3.54254 -3.30238 -6.26290
C -5.50004 2.25381 -2.62051
H -6.30693 2.28102 -3.34123
N -3.66236 -0.88419 0.38148
H -3.35490 6.19810 0.94237
Rb -0.88095 -0.82637 0.02123
H -4.54452 -6.51913 -0.73808
H -1.11722 6.34874 3.02202
C -3.13461 2.12657 -2.16366
C -2.53790 5.48498 0.87407
H -2.52408 2.09228 2.28397
H -3.13429 -5.57209 -2.49048
C 1.74038 1.30407 6.81038
H -3.17138 -3.20553 0.64928
H -0.21956 7.76716 -0.31231
H -6.82255 2.22992 -0.92215
H 7.89789 0.05675 -1.08095
N -1.84706 -4.54283 -1.22297
H 0.86833 5.81564 -1.04318
C 2.02981 3.37081 5.38171
N 1.98370 2.43705 3.38087
C 5.54134 0.60531 -2.14285
*
```